# 1
{
  "formula": "C32H49CoN2O3Si4",
  "method": "wB97M-V/def2-TZVPD",
  "charge": -1,
  "spin_multiplicity": 2,
  "orbital_gap_ev": [6.65, 6.61],
  "molar_mass_da": 681.032,
  "total_energy_ha": -4124.8977,
  "lumo_ha": [0.0837, 0.0844],
  "symbols": ["Co", "C", "O", "C", "C", "C", "C", "C", "C", "N", "N", "C", "C", "O", "C", "C", "C", "C", "C", "C", "C", "C", "H", "H", "H", "H", "H", "H", "H", "H", "H", "H", "H", "H", "H", "C", "O", "Si", "C", "C", "C", "Si", "C", "C", "C", "Si", "C", "C", "C", "H", "H", "H", "H", "H", "H", "H", "H", "H", "H", "H", "H", "H", "H", "H", "H", "H", "H", "H", "H", "H", "H", "H", "H", "H", "H", "H", "C", "Si", "C", "C", "C", "C", "H", "H", "H", "H", "H", "H", "H", "H", "H"],
  "positions_angstrom": [[0.1319, 0.1590, -0.1890], [2.2595, -2.1953, 0.6497], [1.1867, -1.4116, 1.1390], [1.2910, -0.8782, 2.3850], [2.0115, -1.4892, 3.4037], [2.0411, -0.9279, 4.6716], [1.3540, 0.2504, 4.9193], [0.6545, 0.8703, 3.8970], [0.6081, 0.3200, 2.6213], [-0.0339, 0.9593, 1.5114], [-0.5129, 2.0938, 1.8097], [-1.0068, 2.9811, 0.9153], [-1.0156, 2.8340, -0.5130], [-0.6575, 1.8062, -1.1361], [-1.4743, 3.9780, -1.2910], [-1.9430, 5.0972, -0.7142], [-2.0152, 5.2396, 0.7148], [-2.5429, 6.4022, 1.2976], [-2.6309, 6.5348, 2.6619], [-2.1901, 5.4809, 3.4734], [-1.6693, 4.3353, 2.9205], [-1.5532, 4.1839, 1.5232], [2.2680, -3.1845, 1.1153], [3.2090, -1.6818, 0.8127], [2.0847, -2.2983, -0.4190], [2.5398, -2.4112, 3.2059], [2.6020, -1.4148, 5.4593], [1.3757, 0.7011, 5.9031], [0.1496, 1.8089, 4.0648], [-1.4317, 3.8670, -2.3672], [-2.2871, 5.9229, -1.3291], [-2.8855, 7.1987, 0.6458], [-3.0413, 7.4339, 3.1035], [-2.2681, 5.5645, 4.5509], [-1.3488, 3.5223, 3.5550], [1.2432, -0.6820, -2.9490], [0.3711, -0.9170, -1.8632], [-0.9799, -1.9520, -1.7635], [-0.2656, -3.6928, -1.6982], [-1.7751, -1.9011, -3.4708], [-1.8066, -1.2564, -0.3134], [-2.1709, -2.4160, 1.0848], [-2.9478, -1.5462, 2.5714], [-3.3768, -3.8082, 0.6039], [-0.7789, -3.4373, 1.8818], [-3.3098, -0.2398, -0.7360], [-3.2200, 0.8011, -2.3191], [-4.9006, -1.2317, -1.0923], [-3.8481, 0.9181, 0.6621], [1.2162, -1.5237, -3.6472], [2.2550, -0.5482, -2.5669], [0.9483, 0.2301, -3.4721], [0.3771, -3.8568, -2.5687], [-1.0680, -4.4345, -1.7403], [0.3239, -3.8878, -0.8045], [-1.2161, -2.5320, -4.1676], [-1.8056, -0.8903, -3.8754], [-2.8009, -2.2767, -3.4333], [-4.0113, -1.3481, 2.4244], [-2.4574, -0.5927, 2.7774], [-2.8435, -2.1760, 3.4597], [-4.3826, -3.4498, 0.3927], [-3.4462, -4.5442, 1.4100], [-3.0223, -4.3309, -0.2902], [-0.2834, -2.8902, 2.6828], [-0.0159, -3.7925, 1.1924], [-1.2519, -4.3157, 2.3304], [-3.6046, 0.2353, -3.1698], [-2.2258, 1.1724, -2.5582], [-3.8798, 1.6629, -2.1791], [-4.7074, -2.1102, -1.7139], [-5.6023, -0.5879, -1.6316], [-5.4021, -1.5692, -0.1828], [-3.0382, 1.1641, 1.3424], [-4.6444, 0.4609, 1.2527], [-4.2362, 1.8563, 0.2552], [4.6491, 3.7801, -1.0986], [4.7010, 2.1020, -0.2607], [5.2826, 2.3252, 1.5098], [5.9672, 1.0426, -1.1612], [3.0733, 1.3300, -0.2836], [1.9389, 0.8684, -0.2566], [5.6337, 4.2554, -1.1097], [3.9522, 4.4423, -0.5814], [4.3036, 3.6792, -2.1295], [6.2808, 2.7691, 1.5566], [5.3089, 1.3624, 2.0250], [4.5924, 2.9700, 2.0575], [6.9462, 1.5297, -1.1710], [5.6630, 0.8681, -2.1953], [6.0767, 0.0696, -0.6772]]
}

---

# 2
{
  "formula": "H18O9",
  "method": "wB97M-V/def2-TZVPD",
  "spin_multiplicity": 1,
  "orbital_gap_ev": 8.92,
  "relative_energy_kj_mol": 563.80,
  "molar_mass_da": 162.135,
  "total_energy_ha": -687.8111,
  "lumo_ha": -0.0156,
  "symbols": ["O", "H", "H", "O", "H", "H", "O", "H", "H", "O", "H", "H", "O", "H", "H", "O", "H", "H", "O", "H", "H", "O", "H", "H", "O", "H", "H"],
  "positions_angstrom": [[-44.3505, -39.8232, 0.2397], [-44.8008, -39.2726, 1.0234], [-44.4437, -39.2753, -0.7177], [-41.9501, -38.1584, 4.3542], [-41.2970, -37.8953, 3.7860], [-41.8337, -37.5016, 5.2372], [-40.2862, -35.0939, -0.0809], [-40.8344, -35.6676, 0.2918], [-39.4185, -35.5696, -0.1378], [-44.6256, -37.1648, -0.8314], [-44.8472, -37.8236, -1.5778], [-45.0795, -37.1477, -0.0010], [-41.9831, -37.1459, 0.6731], [-42.3325, -37.0009, 1.6409], [-42.8869, -37.2197, 0.2911], [-40.3201, -39.0700, 0.8105], [-39.8061, -38.7561, 1.5472], [-41.1166, -38.6211, 0.7311], [-44.1570, -37.0307, 3.1720], [-44.0729, -36.1286, 3.3174], [-43.4269, -37.3709, 3.6245], [-42.8061, -34.7270, 3.1045], [-42.8067, -33.7681, 2.8733], [-42.4560, -34.5473, 3.9721], [-39.0352, -38.3660, -0.7757], [-38.2558, -39.0241, -0.7209], [-39.7264, -38.7827, -0.1883]]
}

---

# 3
{
  "formula": "C28H29NO2",
  "method": "wB97M-V/def2-TZVPD",
  "spin_multiplicity": 1,
  "orbital_gap_ev": 6.14,
  "relative_energy_kj_mol": 0.00,
  "molar_mass_da": 411.545,
  "total_energy_ha": -1289.4960,
  "lumo_ha": -0.0255,
  "symbols": ["C", "C", "C", "C", "C", "C", "C", "C", "C", "C", "C", "C", "C", "C", "C", "C", "C", "H", "H", "H", "H", "H", "H", "H", "H", "H", "H", "H", "H", "H", "H", "H", "H", "H", "C", "C", "O", "C", "C", "N", "C", "C", "C", "C", "C", "C", "C", "O", "H", "H", "H", "H", "H", "H", "H", "H", "H", "H", "H", "H"],
  "positions_angstrom": [[5.1124, -2.8285, -1.6768], [3.8071, -2.1225, -1.5126], [3.7600, -0.7213, -1.4798], [2.5457, -0.0543, -1.3868], [1.3383, -0.7697, -1.2254], [0.1070, -0.0616, -0.8592], [-1.1499, -0.7492, -0.8384], [-2.3513, -0.1760, -1.1902], [-3.5897, -0.8929, -1.3601], [-4.8111, -0.1785, -1.4834], [-6.0131, -0.8578, -1.6406], [-6.0396, -2.2632, -1.6877], [-7.3484, -2.9694, -1.8438], [-4.8358, -2.9787, -1.5685], [-3.6330, -2.3112, -1.4037], [1.3900, -2.1852, -1.3252], [2.6122, -2.8423, -1.4307], [4.9645, -3.9113, -1.7444], [5.5686, -2.5037, -2.6186], [5.8415, -2.5965, -0.8869], [4.6906, -0.1434, -1.5249], [2.5273, 1.0359, -1.3548], [0.0632, 1.0263, -1.1347], [-1.1630, -1.7801, -0.4536], [-2.3788, 0.9162, -1.3219], [-4.7865, 0.9110, -1.4819], [-6.9348, -0.2913, -1.7892], [-7.2033, -4.0506, -1.8882], [-8.0191, -2.7591, -1.0052], [-7.8506, -2.6219, -2.7544], [-4.8571, -4.0650, -1.6578], [-2.7003, -2.8718, -1.3551], [0.4718, -2.7777, -1.2241], [2.6619, -3.9378, -1.4619], [-3.9723, 2.7142, 0.6572], [-2.5587, 2.9489, 1.1489], [-1.7537, 1.7485, 0.8711], [-0.4580, 2.0091, 1.1858], [0.4808, 0.8278, 1.1231], [1.6800, 1.1664, 1.4764], [2.8922, 0.7291, 1.5744], [3.9527, 1.5144, 2.2133], [5.3187, 1.1875, 1.9974], [6.3237, 1.8764, 2.6839], [5.9730, 2.9042, 3.5845], [4.6275, 3.2548, 3.7737], [3.6254, 2.5868, 3.0740], [-0.0901, 3.1174, 1.5215], [-4.6459, 3.4991, 1.0169], [-4.0267, 2.7467, -0.4522], [-4.3839, 1.7679, 1.0483], [-2.0992, 3.8276, 0.6670], [-2.5240, 3.1024, 2.2400], [0.0425, -0.1853, 1.4194], [3.1903, -0.2423, 1.1633], [5.5581, 0.3705, 1.2921], [7.3680, 1.5913, 2.5149], [6.7609, 3.4252, 4.1329], [4.3499, 4.0457, 4.4630], [2.5721, 2.8485, 3.1802]]
}

---

# 4
{
  "formula": "C5H13O2",
  "method": "wB97M-V/def2-TZVPD",
  "charge": -1,
  "spin_multiplicity": 1,
  "orbital_gap_ev": 7.77,
  "relative_energy_kj_mol": 136.92,
  "molar_mass_da": 105.157,
  "total_energy_ha": -348.7477,
  "lumo_ha": 0.1472,
  "symbols": ["C", "O", "C", "C", "C", "C", "H", "H", "H", "H", "H", "H", "H", "H", "H", "H", "H", "H", "H", "O"],
  "positions_angstrom": [[-1.1055, -0.9737, 1.0109], [-1.6510, 0.2909, 1.1506], [0.4194, -0.8193, 0.4228], [0.4088, 0.3289, -0.5829], [1.8330, 0.0045, -1.2789], [-0.8113, 0.2051, -1.6076], [-1.7882, -1.5910, 0.3873], [-0.9960, -1.5239, 1.9927], [1.0564, -0.7250, 1.3354], [0.5166, -1.7473, -0.1569], [0.4202, 1.2610, -0.1045], [1.8757, 0.6787, -2.1526], [1.7355, -1.0512, -1.6992], [2.5696, 0.0616, -0.4593], [-0.7171, -0.8420, -1.8232], [-1.6296, 0.6774, -1.0751], [-0.4654, 0.9037, -2.4110], [-0.6273, 2.3793, 2.6283], [-0.9617, 0.8737, 1.8304], [-0.0823, 1.6086, 2.5927]]
}

---

# 5
{
  "formula": "C6H13PS",
  "method": "wB97M-V/def2-TZVPD",
  "spin_multiplicity": 1,
  "orbital_gap_ev": 9.46,
  "smiles": "C[C@]1(S)CCCCP1",
  "relative_energy_kj_mol": 58.41,
  "molar_mass_da": 148.211,
  "total_energy_ha": -975.8818,
  "lumo_ha": 0.0280,
  "symbols": ["C", "C", "S", "C", "C", "C", "C", "P", "H", "H", "H", "H", "H", "H", "H", "H", "H", "H", "H", "H", "H"],
  "positions_angstrom": [[-2.1703, -0.2177, 1.2628], [-1.0050, -0.0256, 0.1514], [-1.8287, 0.0893, -1.4505], [0.0825, -1.1280, 0.1982], [1.1305, -0.9574, -0.8784], [2.0249, 0.3192, -0.5770], [1.2786, 1.7117, -0.4865], [-0.2624, 1.6673, 0.4821], [-1.9791, 0.1462, 2.3126], [-2.4217, -1.3522, 1.5266], [-3.1001, 0.2652, 0.9459], [-2.8506, -0.8739, -1.0678], [-0.5015, -2.1700, 0.1217], [0.5691, -1.2224, 1.2674], [0.7005, -0.7928, -1.9167], [1.8764, -1.7041, -0.9575], [2.4576, 0.3397, 0.3953], [2.5569, 0.1688, -1.4788], [2.0589, 2.4016, 0.0008], [1.0901, 2.0240, -1.5094], [0.2934, 1.3107, 1.6579]]
}

---

# 6
{
  "formula": "C5H8N2",
  "method": "wB97M-V/def2-TZVPD",
  "spin_multiplicity": 1,
  "orbital_gap_ev": [9.55, 6.25],
  "relative_energy_kj_mol": 416.33,
  "molar_mass_da": 96.133,
  "total_energy_ha": -304.6769,
  "lumo_ha": [-0.0028, -0.0240],
  "symbols": ["C", "C", "C", "C", "C", "N", "N", "H", "H", "H", "H", "H", "H", "H", "H"],
  "positions_angstrom": [[2.0836, 0.1490, -0.2779], [0.4608, 1.8359, -0.6812], [0.7314, 0.5853, -0.2453], [-1.6831, -0.0956, 0.3012], [-0.2177, -0.3560, 0.2954], [3.1742, -0.2024, -0.2780], [0.2349, -1.3338, 1.1059], [-0.5305, 2.2503, -0.6513], [1.2415, 2.4576, -1.0860], [-1.9695, 0.3684, 1.2510], [-1.9760, 0.5580, -0.5124], [-2.2236, -1.0350, 0.2052], [-0.1489, -1.5178, -1.8184], [1.2144, -1.5738, 1.0554], [-0.3916, -2.0900, 1.3365]]
}

---

# 7
{
  "formula": "C17H24N2O2S",
  "method": "wB97M-V/def2-TZVPD",
  "spin_multiplicity": 1,
  "orbital_gap_ev": 8.39,
  "smiles": "COc1ccc(NC(=S)NCCC2=CCCCC2)cc1OC",
  "relative_energy_kj_mol": 216.46,
  "molar_mass_da": 320.458,
  "total_energy_ha": -1320.3517,
  "lumo_ha": 0.0228,
  "symbols": ["C", "O", "C", "C", "C", "C", "N", "C", "S", "N", "C", "C", "C", "C", "C", "C", "C", "C", "C", "C", "O", "C", "H", "H", "H", "H", "H", "H", "H", "H", "H", "H", "H", "H", "H", "H", "H", "H", "H", "H", "H", "H", "H", "H", "H", "H"],
  "positions_angstrom": [[-0.8770, 0.7424, 4.5293], [0.3879, 0.1714, 4.3105], [0.7753, -0.0662, 3.0265], [0.0161, 0.1885, 1.8991], [0.5012, -0.0911, 0.6283], [1.7608, -0.6480, 0.4748], [2.3047, -0.9334, -0.7831], [1.6650, -1.3253, -1.9194], [2.4729, -1.2253, -3.3607], [0.4316, -1.8426, -1.8013], [-0.4556, -2.0964, -2.9072], [-1.8173, -1.4392, -2.6764], [-1.7704, 0.0402, -2.3762], [-0.8009, 0.8500, -2.7787], [-0.7381, 2.3131, -2.4636], [-1.7144, 2.7051, -1.3589], [-3.0680, 2.0577, -1.6250], [-2.9347, 0.5395, -1.5594], [2.5459, -0.8929, 1.6052], [2.0731, -0.6091, 2.8722], [2.7615, -0.8120, 4.0251], [4.0635, -1.3364, 3.9460], [-0.9616, 1.7292, 4.0616], [-1.6816, 0.0964, 4.1615], [-0.9679, 0.8483, 5.6091], [-0.9662, 0.6238, 1.9903], [-0.0914, 0.1656, -0.2355], [3.2971, -0.7827, -0.8985], [0.0430, -1.9308, -0.8733], [0.0269, -1.7151, -3.8091], [-0.5935, -3.1778, -3.0286], [-2.4343, -1.6083, -3.5637], [-2.3130, -1.9432, -1.8401], [0.0153, 0.4831, -3.3832], [-0.9653, 2.8745, -3.3762], [0.2841, 2.5743, -2.1767], [-1.3331, 2.3643, -0.3934], [-1.8123, 3.7914, -1.3146], [-3.4143, 2.3483, -2.6188], [-3.8072, 2.3983, -0.8969], [-2.8005, 0.2262, -0.5172], [-3.8537, 0.0680, -1.9185], [3.5316, -1.3071, 1.4647], [4.7305, -0.6770, 3.3809], [4.0702, -2.3341, 3.4945], [4.4140, -1.4056, 4.9744]]
}

---

# 8
{
  "formula": "C18H18NaO2",
  "method": "wB97M-V/def2-TZVPD",
  "charge": 1,
  "spin_multiplicity": 1,
  "orbital_gap_ev": 4.33,
  "molar_mass_da": 289.330,
  "total_energy_ha": -1009.1993,
  "lumo_ha": -0.1662,
  "symbols": ["C", "O", "C", "C", "C", "C", "C", "O", "C", "C", "C", "H", "H", "H", "H", "H", "H", "H", "H", "H", "H", "H", "C", "Na", "C", "C", "C", "C", "C", "C", "C", "C", "H", "H", "H", "H", "H", "H", "H"],
  "positions_angstrom": [[-4.1402, -4.2591, 1.9755], [-2.7162, -4.1111, 2.1896], [-2.1685, -2.8780, 2.0862], [-0.7661, -2.7670, 2.2973], [-0.1536, -1.5453, 2.2019], [-0.9098, -0.3874, 1.8921], [-0.1784, 0.8254, 1.8010], [-0.7715, 1.9344, 1.4978], [-0.0214, 3.1642, 1.5292], [-2.3137, -0.4892, 1.6915], [-2.9259, -1.7160, 1.7832], [-4.2897, -5.3289, 2.1133], [-4.7246, -3.6917, 2.7110], [-4.4337, -3.9573, 0.9619], [-0.2115, -3.6748, 2.5335], [0.9191, -1.4094, 2.3626], [0.8989, 0.8344, 2.0106], [-0.7672, 3.9232, 1.2889], [0.4026, 3.3323, 2.5245], [0.7782, 3.1375, 0.7802], [-2.8990, 0.4030, 1.4688], [-4.0034, -1.8127, 1.6253], [2.7720, -0.6160, -2.0184], [1.4683, 0.1690, -4.3836], [1.4709, -1.0267, -1.6451], [0.6481, 0.1262, -1.5916], [1.4290, 1.2720, -1.9165], [2.7558, 0.8064, -2.2138], [3.6435, 1.6225, -2.9100], [3.2661, 2.9293, -3.1613], [2.0151, 3.4323, -2.7660], [1.0629, 2.6007, -2.1891], [3.6829, -1.2000, -2.0673], [1.1723, -2.0504, -1.3979], [-0.4286, 0.1969, -1.4071], [4.5923, 1.1819, -3.2280], [3.9671, 3.5909, -3.6663], [1.8085, 4.4959, -2.8837], [0.0695, 2.9424, -1.8805]]
}